[1]
Here is a single C5H8N2 molecule at a distorted geometry from the OMol25 dataset. Energies are from ωB97M-V/def2-TZVPD.

Geometry as XYZ:
```
15
Properties=species:S:1:pos:R:3:forces:R:3:nbo_charge:R:1
N -1.91893 -1.63981 -1.72964 0.32 0.91 0.56 -0.32
N 0.71336 0.69185 1.12606 0.28 -0.86 -0.59 -0.46
C 0.28137 0.62223 -0.06200 0.26 0.11 -0.25 0.40
C -1.20088 0.53242 -0.45581 -0.03 0.03 0.00 -0.61
C 0.25563 -0.43387 1.89902 -0.23 -0.13 0.80 -0.43
C -1.61496 -0.67623 -1.16577 -0.21 -0.89 -0.52 0.28
C 1.32157 0.36589 -1.09819 0.14 0.39 -0.36 -0.69
H -0.72601 -0.86195 1.63878 -0.02 0.28 0.23 0.17
H 1.42061 1.11970 -1.86801 0.08 0.05 -0.42 0.23
H -1.33970 1.38631 -1.13256 -0.11 -0.13 0.03 0.27
H 0.36352 -0.21965 2.94869 -0.22 -0.24 0.48 0.21
H -1.85665 0.70432 0.40488 0.22 -0.12 -0.10 0.27
H 1.04145 -0.60055 -1.55080 0.02 0.33 -0.08 0.24
H 1.00194 -1.19486 1.60006 -0.38 -0.01 0.58 0.20
H 2.25768 0.20419 -0.55471 -0.12 0.28 -0.36 0.24
```
Forces are in eV/Å.

Results
- SMILES = C/N=C(/C)CC#N
- gap between HOMO and LUMO (eV) = 9.277
- maximum force (hartree/bohr) = 0.022
- relative energy (zero: lowest compared OMol25 entry of this formula, charge and spin) (kJ/mol) = 244.9

---

[2]
Here is a molecular structure, C15H12NO6STi from the OMol25 dataset. Energies are from ωB97M-V/def2-TZVPD.

Geometry as XYZ:
```
36
Properties=species:S:1:pos:R:3:forces:R:3:nbo_charge:R:1
Ti -0.12469 -0.11270 0.13502 -0.34 -0.11 -0.93 1.35
S 0.67463 0.06709 -2.05492 0.31 -0.20 0.29 -0.06
O -0.68967 -2.07210 -0.29865 0.12 -0.42 0.11 -0.57
O -2.48133 3.32052 0.83470 -0.16 -0.01 0.05 -0.65
O 1.46082 0.87601 0.76816 0.35 0.07 0.21 -0.59
O 1.31204 -1.25055 0.99809 0.44 0.09 -0.26 -0.55
O -0.96567 1.85754 0.02424 0.15 0.17 0.09 -0.49
O -1.91349 -3.76935 0.50694 -0.03 0.06 -0.07 -0.60
N -1.90354 -0.23232 0.80158 -0.52 -0.27 0.31 -0.57
C 4.61437 -0.64188 -2.70637 0.03 -0.01 0.02 -0.17
C 2.43330 -0.25311 -1.76253 -0.10 0.04 -0.12 -0.02
C 3.26177 -0.38077 -2.87129 0.01 0.01 -0.06 -0.25
C 3.01476 -0.40939 -0.49547 -0.11 -0.01 0.19 -0.23
C 5.16639 -0.79970 -1.44191 -0.03 0.01 -0.01 -0.20
C -2.67381 0.89596 1.16002 -0.34 -0.62 0.25 -0.05
C 4.35710 -0.69130 -0.32170 0.07 0.04 -0.09 -0.16
C -0.24150 3.05848 -0.45122 -0.27 -0.37 0.18 -0.24
C -3.56115 -1.70270 1.76462 -0.53 0.17 0.27 -0.11
C -2.44171 -1.50830 1.06187 0.27 0.59 -0.23 0.01
C 2.01123 -0.27089 0.58033 0.09 0.17 0.20 0.78
C -2.13965 2.03703 0.71276 0.41 0.46 -0.19 0.59
C -4.29294 -0.54481 2.25340 0.06 -0.51 -0.04 -0.24
C -1.62892 -2.50149 0.38628 -0.22 0.17 0.13 0.80
C -3.87636 0.68959 1.93729 0.17 0.33 -0.14 -0.13
H -0.88699 3.57514 -1.15101 0.02 0.08 -0.03 0.22
H 0.64020 2.65895 -0.92987 0.07 0.05 -0.06 0.23
H -4.45226 1.54584 2.26887 0.05 0.02 -0.03 0.23
H 5.24453 -0.73111 -3.58129 -0.01 0.00 0.00 0.23
H -3.35765 3.41115 1.22687 -0.03 0.03 0.00 0.51
H -1.27731 -4.28655 -0.01052 0.06 -0.13 -0.04 0.52
H 6.22094 -1.00968 -1.32888 -0.01 0.00 -0.01 0.23
H -3.92581 -2.70722 1.93249 -0.01 0.03 0.00 0.25
H 0.00241 3.66807 0.40999 0.04 0.08 0.00 0.22
H 2.84598 -0.28253 -3.86579 -0.01 0.01 0.02 0.24
H -5.19147 -0.68897 2.83485 0.02 -0.03 0.00 0.24
H 4.76543 -0.81396 0.67304 -0.02 0.00 -0.01 0.23
```
Forces are in eV/Å.

Results
- total charge = +1
- gap between HOMO and LUMO (eV) = 6.481
- maximum force (hartree/bohr) = 0.019
- relative energy (zero: lowest compared OMol25 entry of this formula, charge and spin) (kJ/mol) = 119.2

---

- Which of these has the lowest gap between HOMO and LUMO?
  C15H12NO6STi